Record 1
{"formula": "C22H24N4O4S", "method": "ωB97M-V/def2-TZVPD", "species": ["C", "O", "C", "C", "C", "C", "C", "N", "N", "C", "S", "C", "C", "O", "N", "C", "C", "N", "C", "C", "C", "C", "C", "C", "C", "C", "O", "C", "C", "O", "C", "H", "H", "H", "H", "H", "H", "H", "H", "H", "H", "H", "H", "H", "H", "H", "H", "H", "H", "H", "H", "H", "H", "H", "H"], "xyz": [[-6.68, -2.19, -0.47], [-5.84, -1.06, -0.41], [-4.50, -1.24, -0.20], [-3.92, -2.49, -0.06], [-2.56, -2.65, 0.13], [-1.75, -1.53, 0.19], [-0.33, -1.64, 0.38], [0.54, -0.67, 0.41], [1.75, -1.21, 0.61], [1.57, -2.50, 0.68], [2.80, -3.68, 0.91], [4.23, -2.57, 0.73], [4.11, -1.82, -0.60], [3.91, -2.45, -1.62], [4.30, -0.49, -0.59], [4.40, 0.33, 0.61], [4.20, 1.80, 0.23], [2.99, 1.99, -0.52], [1.79, 2.27, 0.11], [1.64, 2.37, 1.49], [0.43, 2.70, 2.06], [-0.68, 2.95, 1.27], [-0.55, 2.86, -0.11], [0.66, 2.53, -0.68], [2.94, 1.19, -1.74], [4.13, 0.23, -1.83], [0.28, -2.85, 0.55], [-2.31, -0.26, 0.06], [-3.68, -0.09, -0.13], [-4.06, 1.21, -0.24], [-5.42, 1.58, -0.22], [-6.41, -2.84, -1.30], [-6.67, -2.76, 0.46], [-7.68, -1.79, -0.64], [-4.54, -3.38, -0.11], [-2.14, -3.64, 0.23], [4.28, -1.93, 1.61], [5.10, -3.23, 0.69], [3.58, 0.06, 1.29], [5.37, 0.19, 1.10], [5.05, 2.15, -0.38], [4.18, 2.42, 1.13], [2.47, 2.17, 2.15], [0.34, 2.76, 3.13], [-1.63, 3.19, 1.71], [-1.41, 3.05, -0.74], [0.73, 2.49, -1.76], [2.95, 1.84, -2.63], [2.02, 0.60, -1.74], [3.95, -0.50, -2.62], [5.06, 0.77, -2.07], [-1.69, 0.61, 0.11], [-5.41, 2.67, -0.21], [-5.93, 1.22, 0.67], [-5.96, 1.24, -1.11]], "lowdin_charge": [-0.078, -0.112, -0.184, -0.011, -0.017, -0.147, -0.261, 0.144, 0.068, -0.655, 1.033, -0.334, -0.553, 0.035, -0.046, -0.136, -0.146, -0.082, -0.244, -0.043, -0.092, -0.115, -0.112, -0.039, -0.134, -0.114, 0.101, 0.079, -0.178, -0.066, -0.072, 0.098, 0.098, 0.096, 0.103, 0.117, 0.067, 0.092, 0.096, 0.127, 0.122, 0.117, 0.095, 0.101, 0.098, 0.105, 0.105, 0.124, 0.117, 0.124, 0.125, 0.101, 0.094, 0.097, 0.092], "total_energy_ev": -48187.8094, "orbital_gap_ev": 8.10, "smiles": "COc1ccc(-c2nnc(SCC(=O)N3CCN(c4ccccc4)CC3)o2)cc1OC", "e_above_lowest_kcal_mol": 100.9, "charge": 0, "lumo_energy_ha": 0.025, "max_force_ev_per_a": 1.7}

Record 2
{"formula": "C33H49MnN4O4P2S2", "method": "ωB97M-V/def2-TZVPD", "species": ["Mn", "C", "C", "C", "P", "C", "C", "C", "C", "C", "C", "C", "C", "C", "N", "C", "C", "C", "C", "C", "C", "P", "C", "C", "C", "C", "C", "C", "H", "H", "H", "H", "H", "H", "H", "H", "H", "H", "H", "H", "H", "H", "H", "H", "H", "H", "H", "H", "H", "H", "H", "H", "H", "H", "H", "H", "H", "H", "H", "H", "H", "H", "H", "H", "S", "C", "C", "C", "S", "O", "O", "C", "C", "N", "C", "N", "C", "C", "N", "O", "O", "C", "H", "H", "H", "H", "H", "H", "H", "H", "H", "H", "H", "H", "H"], "xyz": [[-0.07, 0.32, 0.57], [1.92, -1.62, 4.15], [0.87, -2.25, 3.25], [-0.52, -2.07, 3.86], [0.82, -1.67, 1.49], [2.41, -2.25, 0.73], [3.64, -1.41, 1.08], [2.25, -2.29, -0.79], [-0.34, -2.85, 0.77], [-0.16, -4.23, 0.86], [-0.97, -5.11, 0.17], [-1.95, -4.57, -0.66], [-2.15, -3.21, -0.77], [-1.36, -2.30, -0.02], [-1.48, -0.93, -0.10], [-2.67, -0.36, -0.54], [-3.95, -0.90, -0.30], [-5.09, -0.30, -0.80], [-5.01, 0.88, -1.54], [-3.77, 1.46, -1.72], [-2.62, 0.88, -1.20], [-0.99, 1.66, -1.25], [-0.62, 1.52, -3.06], [0.51, 2.39, -3.59], [-0.38, 0.05, -3.40], [-1.29, 3.47, -1.00], [-2.29, 3.77, 0.11], [0.04, 4.16, -0.66], [1.90, -2.11, 5.13], [1.70, -0.56, 4.32], [2.93, -1.70, 3.77], [1.08, -3.33, 3.19], [-0.77, -1.02, 3.95], [-0.55, -2.52, 4.86], [-1.30, -2.54, 3.26], [2.57, -3.27, 1.10], [3.53, -0.40, 0.69], [4.53, -1.84, 0.61], [3.84, -1.34, 2.15], [1.95, -1.30, -1.16], [1.51, -3.01, -1.12], [3.21, -2.53, -1.26], [0.64, -4.62, 1.48], [-0.83, -6.18, 0.25], [-2.57, -5.24, -1.25], [-2.90, -2.84, -1.44], [-4.03, -1.81, 0.28], [-6.05, -0.74, -0.59], [-5.91, 1.34, -1.94], [-3.70, 2.40, -2.26], [-1.55, 1.85, -3.54], [1.48, 2.12, -3.16], [0.35, 3.46, -3.40], [0.60, 2.26, -4.67], [0.54, -0.31, -2.93], [-0.26, -0.08, -4.48], [-1.19, -0.59, -3.06], [-1.67, 3.87, -1.95], [-1.96, 3.33, 1.05], [-3.29, 3.40, -0.10], [-2.34, 4.85, 0.25], [0.38, 3.84, 0.32], [-0.09, 5.24, -0.64], [0.84, 3.94, -1.37], [-2.01, 1.32, 3.02], [-0.98, 0.93, 1.88], [1.98, 6.91, 3.52], [3.29, 6.98, 2.74], [3.65, 5.53, 1.79], [4.84, 5.78, 1.02], [2.44, 5.10, 1.14], [4.06, 4.30, 3.01], [4.52, 2.99, 2.38], [3.58, 2.40, 1.44], [2.35, 1.91, 1.77], [1.71, 1.45, 0.70], [2.53, 1.68, -0.36], [3.68, 2.24, 0.07], [4.82, 2.55, -0.75], [4.65, 2.46, -1.95], [5.85, 2.88, -0.21], [1.80, 1.96, 3.14], [1.77, 7.90, 3.94], [2.04, 6.21, 4.34], [1.16, 6.62, 2.87], [4.16, 7.15, 3.37], [3.28, 7.76, 1.98], [3.21, 4.19, 3.68], [4.90, 4.71, 3.58], [4.71, 2.27, 3.17], [5.45, 3.16, 1.85], [2.26, 1.38, -1.36], [2.56, 1.76, 3.90], [1.00, 1.22, 3.22], [1.35, 2.94, 3.33]], "lowdin_charge": [0.098, -0.101, -0.519, -0.112, 1.087, -0.506, -0.100, -0.102, -0.321, -0.109, -0.103, -0.089, -0.038, -0.283, -0.058, -0.300, -0.036, -0.081, -0.097, -0.107, -0.306, 1.092, -0.524, -0.107, -0.107, -0.521, -0.109, -0.133, 0.083, 0.058, 0.048, 0.098, 0.024, 0.082, 0.076, 0.108, 0.047, 0.084, 0.049, 0.055, 0.075, 0.083, 0.098, 0.094, 0.102, 0.104, 0.114, 0.102, 0.096, 0.106, 0.107, 0.059, 0.065, 0.083, 0.062, 0.081, 0.070, 0.108, 0.026, 0.064, 0.082, 0.053, 0.084, 0.056, 0.604, -0.828, -0.107, -0.300, 0.641, -0.292, -0.295, -0.210, -0.119, 0.060, -0.299, 0.044, -0.048, -0.141, -0.325, 0.104, 0.083, 0.011, 0.081, 0.074, 0.079, 0.106, 0.111, 0.087, 0.119, 0.136, 0.109, 0.107, 0.089, 0.030, 0.099], "total_energy_ev": -120732.0685, "orbital_gap_ev": 5.83, "charge": 0, "lumo_energy_ha": -0.019, "max_force_ev_per_a": 0.8}

Record 3
{"formula": "C22H36N4O3RbTe2", "method": "ωB97M-V/def2-TZVPD", "species": ["Rb", "O", "C", "C", "C", "C", "N", "C", "C", "C", "C", "C", "C", "O", "C", "C", "N", "H", "H", "H", "H", "H", "H", "H", "H", "H", "H", "H", "H", "C", "Te", "C", "H", "H", "H", "H", "H", "H", "C", "N", "C", "C", "C", "N", "C", "C", "O", "H", "H", "H", "H", "H", "H", "H", "H", "H", "H", "H", "H", "C", "Te", "C", "H", "H", "H", "H", "H", "H"], "xyz": [[-0.25, -1.46, 0.48], [3.95, 4.45, -2.37], [2.54, 4.58, -2.33], [1.96, 3.44, -1.56], [0.58, 3.27, -1.49], [0.08, 2.21, -0.77], [0.84, 1.31, -0.13], [2.16, 1.48, -0.20], [2.76, 2.53, -0.89], [3.01, 0.47, 0.52], [4.17, 0.88, 1.16], [4.95, -0.06, 1.83], [6.18, 0.35, 2.59], [6.81, 1.50, 2.05], [4.52, -1.38, 1.81], [3.35, -1.70, 1.13], [2.59, -0.80, 0.51], [4.33, 5.22, -2.81], [2.11, 4.58, -3.34], [2.24, 5.52, -1.85], [-0.09, 3.95, -2.00], [-1.00, 2.06, -0.69], [3.83, 2.63, -0.93], [4.47, 1.92, 1.16], [6.87, -0.49, 2.66], [5.89, 0.62, 3.61], [7.22, 1.28, 1.21], [5.09, -2.16, 2.30], [3.02, -2.73, 1.09], [-1.38, 0.64, 4.87], [-0.22, 0.99, 3.12], [1.62, 0.48, 4.07], [-1.11, 1.36, 5.64], [-1.20, -0.37, 5.22], [-2.43, 0.76, 4.60], [1.48, -0.45, 4.62], [1.92, 1.28, 4.75], [2.38, 0.34, 3.31], [-4.10, -4.18, 0.42], [-4.71, -2.91, 0.04], [-6.10, -2.98, -0.38], [-6.75, -1.61, -0.32], [-5.87, -0.63, -1.06], [-4.53, -0.65, -0.50], [-3.68, 0.52, -0.71], [-3.94, -1.80, -0.06], [-2.73, -1.80, 0.25], [-4.59, -4.58, 1.31], [-3.05, -4.03, 0.62], [-4.21, -4.90, -0.39], [-6.62, -3.68, 0.28], [-6.17, -3.39, -1.39], [-6.84, -1.29, 0.72], [-7.74, -1.65, -0.75], [-6.26, 0.39, -0.97], [-5.85, -0.87, -2.13], [-4.30, 1.41, -0.64], [-3.20, 0.51, -1.70], [-2.91, 0.55, 0.05], [-0.01, -2.28, -4.49], [0.00, -0.73, -3.04], [2.00, -0.15, -3.44], [0.72, -3.03, -4.22], [0.21, -1.85, -5.47], [-1.01, -2.72, -4.51], [2.07, 0.22, -4.46], [2.66, -1.01, -3.29], [2.27, 0.64, -2.74]], "lowdin_charge": [0.680, -0.049, -0.198, -0.171, 0.001, -0.156, 0.023, -0.238, 0.039, -0.226, 0.039, -0.179, -0.199, -0.044, -0.006, -0.130, 0.037, 0.100, 0.132, 0.136, 0.127, 0.103, 0.125, 0.131, 0.127, 0.136, 0.100, 0.122, 0.113, -0.460, 1.107, -0.436, 0.003, 0.001, -0.004, 0.009, 0.007, -0.031, -0.023, -0.078, -0.152, -0.148, -0.148, -0.078, -0.030, -0.473, -0.237, 0.097, 0.077, 0.098, 0.126, 0.131, 0.127, 0.123, 0.123, 0.133, 0.095, 0.087, 0.071, -0.459, 1.099, -0.429, 0.002, 0.003, -0.003, 0.008, 0.011, -0.026], "total_energy_ev": -50738.7836, "orbital_gap_ev": 7.98, "e_above_lowest_kcal_mol": 0.0, "charge": 1, "lumo_energy_ha": -0.078, "max_force_ev_per_a": 0.9}

Record 4
{"formula": "C6H14N3P", "method": "ωB97M-V/def2-TZVPD", "species": ["C", "C", "C", "C", "C", "C", "N", "N", "N", "P", "H", "H", "H", "H", "H", "H", "H", "H", "H", "H", "H", "H", "H", "H"], "xyz": [[1.17, 1.43, -1.11], [0.44, 1.38, 1.14], [0.42, 0.40, -2.04], [0.21, -0.20, 1.33], [0.67, -1.91, -1.20], [-2.18, -0.36, 1.85], [0.28, 1.87, -0.18], [-0.12, -0.67, -1.30], [-1.12, -0.67, 1.04], [-1.66, -0.50, -0.56], [2.09, 0.90, -0.85], [1.56, 2.27, -1.80], [-0.35, 1.80, 1.73], [1.54, 1.56, 1.48], [-0.33, 0.92, -2.68], [1.21, 0.01, -2.79], [0.95, -0.72, 0.83], [0.38, -0.49, 2.42], [0.43, -2.18, -0.17], [0.26, -2.61, -1.95], [1.80, -1.77, -1.47], [-3.15, -0.71, 1.50], [-2.19, -0.55, 2.89], [-2.29, 0.80, 1.88]], "lowdin_charge": [-0.308, -0.225, -0.294, -0.211, -0.121, -0.263, -0.011, -0.496, -0.450, 1.031, 0.100, 0.133, 0.073, 0.151, 0.107, 0.129, 0.042, 0.140, 0.051, 0.077, 0.116, 0.062, 0.065, 0.102], "total_energy_ev": -20204.0460, "orbital_gap_ev": [8.20, 6.63], "e_above_lowest_kcal_mol": 62.5, "charge": 0, "lumo_energy_ha": [-0.002, -0.011], "max_force_ev_per_a": 5.1}

Number 3 is which compound? C22H36N4O3RbTe2